Entry 1:
Computed, not measured: a cluster of 13 separate species, C6H38N2O12 in total, with the ωB97M-V functional and the def2-TZVPD basis.

Each line ends with the natural charge from an NBO analysis.
Positions of all 58 atoms, in Å:
C (-1.8277, 0.0922, 1.1221)  -0.248
C (-0.8068, 0.6493, 0.1595)  -0.434
C (-1.3340, 1.6130, -0.9378)  -0.444
N (-0.4288, -0.0298, -3.3382)  -0.869
C (0.0129, 1.2339, -3.0135)  0.213
C (-0.3088, 1.9759, -1.9512)  -0.332
C (0.8894, 1.8494, -4.0775)  -0.642
N (-3.0905, 0.8651, 1.3332)  -0.851
H (-1.4645, 0.1062, 2.1523)  0.208
H (-2.1018, -0.9532, 1.0119)  0.196
H (0.0199, 1.1379, 0.6834)  0.204
H (-0.3032, -0.1499, -0.3825)  0.218
H (-1.6624, 2.4595, -0.3255)  0.206
H (-2.2640, 1.2009, -1.3440)  0.204
H (-0.6779, -0.2183, -4.2982)  0.379
H (-1.1080, -0.5596, -2.7854)  0.422
H (0.0528, 2.9917, -1.9198)  0.207
H (0.3289, 1.8638, -5.0204)  0.207
H (0.9804, 2.9172, -3.9075)  0.225
H (1.8605, 1.3941, -4.2579)  0.214
H (-3.5604, 1.0234, 0.4452)  0.331
H (-2.7959, 1.7823, 1.5830)  0.377
H (1.0043, -0.0248, 3.2999)  0.505
H (1.7599, -1.3534, 2.8581)  0.512
O (0.8886, -0.9575, 3.0796)  -1.031
H (2.0192, 3.3253, 0.7522)  0.489
H (1.2985, 2.7036, -0.4877)  0.490
O (2.1361, 3.0578, -0.1656)  -0.968
H (-0.9496, -2.8495, -0.7637)  0.492
H (-0.2235, -2.1349, 0.3981)  0.501
O (-0.1053, -2.4649, -0.5128)  -1.002
H (-4.7378, -2.3233, 0.7723)  0.497
H (-4.1992, -0.8088, 0.6693)  0.508
O (-4.5216, -1.5828, 0.2064)  -0.981
H (2.5065, 0.9650, 1.9346)  0.510
H (2.9085, 1.6392, 3.2910)  0.471
O (2.1468, 1.4070, 2.7523)  -1.015
H (-0.3692, -1.9330, 2.5135)  0.509
H (0.0648, -3.3720, 2.4108)  0.466
O (-0.6867, -2.8125, 2.1923)  -0.993
H (2.7934, -2.7586, 1.4575)  0.509
H (3.7857, -1.6585, 1.8459)  0.483
O (3.1056, -2.2159, 2.2198)  -0.989
H (-0.8013, 2.4199, 3.7745)  0.485
H (-1.6052, 3.6887, 3.3680)  0.475
O (-1.3498, 2.8066, 3.0867)  -0.955
H (3.1324, 1.4130, 0.0431)  0.509
H (2.6092, -0.0923, -0.0565)  0.514
O (3.1648, 0.5293, 0.4505)  -1.003
H (2.2745, -2.7554, -0.9029)  0.510
H (1.5058, -3.6769, 0.0186)  0.492
O (2.3963, -3.3424, -0.1364)  -0.988
H (-3.2457, -1.6331, -1.0308)  0.510
H (-2.9168, -2.0122, -2.4398)  0.467
O (-2.4935, -1.6123, -1.6730)  -0.993
H (2.7152, -0.8530, -2.5001)  0.483
H (1.3302, -0.9272, -1.9822)  0.510
O (2.2490, -1.0453, -1.6746)  -0.969

Forces on the atoms, in the same order (eV/Å):
-1.01 0.38 1.77
0.87 -0.20 -1.22
-0.53 -0.38 1.88
-0.64 -1.65 0.21
0.37 0.98 -0.74
-0.79 -0.06 0.15
-0.77 0.51 -0.53
0.00 -0.83 -1.24
0.63 -0.09 -0.18
0.11 -0.09 -0.67
-0.22 0.20 0.23
-0.14 -0.33 0.14
0.07 0.48 -0.64
0.23 -0.13 -0.42
0.59 0.44 -0.23
0.34 0.82 0.61
0.30 0.06 -0.10
0.12 -0.49 -0.12
0.48 0.04 0.41
-0.01 -0.15 0.17
0.01 -0.03 -0.19
0.05 0.83 0.76
0.47 -0.09 -0.25
0.01 0.31 -0.01
-0.52 -0.09 0.31
-0.26 -0.17 0.04
-0.06 -0.03 0.16
0.44 0.24 -0.17
-0.21 0.30 0.06
-0.17 -0.58 -0.23
0.39 0.01 -0.07
0.20 0.28 0.53
-0.08 0.05 1.11
-0.22 -0.23 -1.38
-0.05 0.22 0.32
0.03 -0.05 -0.05
0.04 0.28 -0.09
0.02 -0.39 0.17
-0.07 -0.15 0.07
-0.12 0.31 -0.05
0.30 0.37 -0.04
0.24 0.28 -0.18
-0.27 -0.49 0.20
0.04 0.15 0.06
0.13 -0.05 0.22
-0.13 -0.07 -0.38
-0.38 -0.29 -0.18
0.33 0.49 -0.22
0.22 -0.33 0.38
0.07 0.13 0.35
-0.16 0.11 -0.22
0.27 -0.56 -0.01
0.44 0.09 0.02
0.11 -0.04 -0.23
-0.85 -0.27 -0.04
0.38 -0.01 0.31
-0.11 -0.23 0.43
-0.51 0.20 -1.00

Values from the calculation:
E_HOMO, eV: -8.3537
LUMO energy, eV: 0.32
2S+1: 1


Entry 2:
Computed, not measured: a structure of composition C41H38FMoN7O6S4Se2, with the ωB97M-V functional and the def2-TZVPD basis.

Each line ends with the Mulliken spin population.
Positions of all 100 atoms, in Å:
Mo (2.0523, 0.2614, -0.3868)  1.804
C (-3.8797, 3.5467, 3.0894)  0.000
C (-3.8058, 3.8062, 1.5962)  -0.001
N (-2.8101, 2.9447, 0.9269)  0.006
C (-1.6062, 3.4574, 0.6617)  0.002
C (-0.5667, 2.7384, 0.1154)  0.013
C (0.7604, 3.4086, 0.0527)  -0.003
O (1.0284, 4.3795, 0.7004)  0.000
O (1.6021, 2.7807, -0.7818)  0.002
C (-0.7514, 1.3665, -0.1343)  0.022
O (0.1144, 0.6224, -0.7289)  -0.004
C (-1.9892, 0.7783, 0.2972)  -0.006
C (-2.1655, -0.6140, 0.2782)  0.003
C (-3.3722, -1.1528, 0.5895)  0.001
F (-3.4875, -2.4901, 0.5637)  0.000
C (-4.5015, -0.3573, 0.9225)  0.001
C (-4.2868, 1.0082, 1.0376)  -0.002
C (-3.0376, 1.5836, 0.7549)  -0.001
N (-5.7679, -0.9050, 1.1805)  0.000
C (-6.9585, -0.1590, 0.7972)  0.000
C (-7.9882, -0.2553, 1.9212)  0.000
N (-7.8631, -1.6194, 2.5601)  0.000
C (-7.4557, -2.6382, 1.5385)  0.000
C (-6.0116, -2.3510, 1.1258)  0.000
H (-4.6447, 4.1868, 3.5268)  0.000
H (-2.9303, 3.7819, 3.5684)  0.000
H (-4.1232, 2.5107, 3.3196)  0.000
H (-3.4934, 4.8301, 1.4013)  0.000
H (-4.7625, 3.6753, 1.0906)  0.000
H (-1.4544, 4.5006, 0.9067)  0.000
H (-1.3309, -1.2603, 0.0509)  0.002
H (-5.0848, 1.6430, 1.3835)  0.000
H (-7.3679, -0.5528, -0.1400)  0.000
H (-6.7389, 0.8870, 0.6153)  0.000
H (-9.0079, -0.1586, 1.5520)  0.000
H (-7.8201, 0.4770, 2.7085)  0.000
H (-8.7365, -1.8833, 3.0173)  0.000
H (-7.1444, -1.5792, 3.2856)  0.000
H (-8.1695, -2.5523, 0.7214)  0.000
H (-7.5475, -3.6293, 1.9772)  0.000
H (-5.8527, -2.7756, 0.1301)  0.000
H (-5.3387, -2.8543, 1.8163)  0.000
Se (5.8701, -0.0871, -1.4834)  -0.006
Se (4.3823, -1.8147, -1.1034)  0.049
C (3.2733, -1.4627, -2.6282)  0.008
C (3.3354, -2.1449, -3.8276)  -0.006
C (2.5628, -1.6920, -4.8897)  0.008
C (1.7909, -0.5511, -4.7328)  -0.004
C (1.7441, 0.0497, -3.4875)  0.038
N (2.4371, -0.4277, -2.4453)  -0.049
C (4.8331, 1.5273, -1.2911)  -0.048
C (5.5227, 2.6005, -1.7450)  0.091
C (4.8588, 3.8735, -1.8230)  -0.021
C (3.6529, 4.0329, -1.2820)  0.048
C (3.0475, 2.9363, -0.4841)  0.003
N (3.5530, 1.6069, -0.7904)  0.077
H (3.9940, -2.9956, -3.9286)  0.000
H (2.5803, -2.2152, -5.8357)  -0.001
H (1.2079, -0.1456, -5.5459)  0.000
H (1.1240, 0.9168, -3.2958)  0.003
H (6.5230, 2.4878, -2.1369)  0.003
H (5.3401, 4.6870, -2.3483)  -0.001
H (3.1054, 4.9637, -1.3266)  0.000
H (3.0822, 3.1507, 0.5944)  0.019
C (5.5938, 4.9461, 4.9649)  0.000
C (4.8551, 3.8109, 4.3205)  0.001
C (5.3834, 3.1651, 3.2055)  0.000
C (4.7234, 2.0983, 2.6180)  0.002
C (3.5191, 1.6733, 3.1631)  -0.003
C (2.9705, 2.2948, 4.2769)  0.001
C (3.6424, 3.3616, 4.8432)  0.000
S (2.6421, 0.3820, 2.3860)  -0.011
O (2.1296, -0.5341, 3.3459)  0.007
O (3.5185, -0.1775, 1.3238)  0.026
O (1.5520, 1.0506, 1.5393)  0.015
H (6.1813, 5.4984, 4.2335)  0.000
H (6.2814, 4.5661, 5.7226)  0.000
H (4.9111, 5.6375, 5.4561)  0.000
H (6.3267, 3.4991, 2.7929)  0.000
H (5.1374, 1.5957, 1.7545)  -0.004
H (2.0410, 1.9389, 4.6992)  0.000
H (3.2262, 3.8547, 5.7120)  0.000
S (-0.9775, -3.3374, -4.9074)  -0.003
C (-0.1896, -3.3685, -3.4537)  0.002
S (-0.4133, -2.0584, -2.3281)  -0.001
C (0.8094, -2.7182, -1.3012)  0.027
N (1.2970, -3.8316, -1.7304)  -0.018
N (0.7309, -4.2141, -2.9183)  -0.001
C (1.1952, -5.4750, -3.4376)  0.001
C (0.4774, -6.1668, -4.4032)  -0.001
C (0.9590, -7.3878, -4.8555)  0.000
C (2.1372, -7.9160, -4.3587)  -0.001
C (2.8459, -7.2124, -3.3949)  0.000
C (2.3831, -5.9944, -2.9294)  -0.001
S (1.4187, -2.0381, 0.1921)  -0.092
H (-0.4386, -5.7689, -4.8033)  0.000
H (0.3977, -7.9226, -5.6093)  0.000
H (2.5024, -8.8685, -4.7163)  0.000
H (3.7693, -7.6107, -2.9983)  0.000
H (2.9361, -5.4558, -2.1766)  0.000

Forces on the atoms, in the same order (eV/Å):
0.28 0.48 0.76
-0.03 0.05 0.04
0.00 0.06 -0.17
0.13 -0.02 0.09
0.00 -0.15 -0.02
-0.11 -0.11 0.21
-0.26 0.12 -0.02
0.04 0.03 -0.07
0.15 -0.36 0.11
0.26 0.00 -0.12
-0.41 -0.21 -0.28
0.07 0.03 -0.06
-0.08 0.12 0.06
-0.06 0.10 -0.01
0.02 -0.04 -0.02
0.10 -0.12 0.01
0.14 0.01 0.01
-0.12 0.04 -0.05
-0.02 0.11 0.06
-0.03 0.03 -0.07
-0.06 -0.01 0.03
0.04 0.03 0.05
-0.05 -0.04 0.04
0.05 -0.09 -0.02
0.00 0.00 0.03
0.03 0.01 -0.01
-0.01 -0.02 -0.01
-0.06 0.00 0.01
-0.01 -0.01 0.05
0.00 0.01 0.00
0.00 -0.03 -0.05
-0.04 0.00 0.02
-0.02 0.02 0.01
0.01 -0.01 0.00
0.02 0.01 -0.01
0.01 0.01 -0.03
0.00 0.00 -0.01
-0.01 -0.01 0.00
0.03 -0.02 -0.01
0.01 0.01 -0.03
-0.02 0.01 0.03
0.00 0.00 -0.03
-0.05 -0.11 0.02
0.06 0.08 -0.04
-0.05 0.07 -0.15
0.05 0.09 -0.03
0.04 -0.01 0.02
0.00 0.07 0.15
0.02 -0.09 -0.12
-0.11 0.10 0.10
0.00 0.19 -0.17
-0.06 -0.13 0.05
0.00 -0.01 -0.03
-0.20 0.11 0.03
0.40 -0.04 0.16
0.16 -0.23 -0.20
0.00 -0.02 0.00
0.00 -0.01 -0.03
-0.01 -0.02 -0.02
-0.01 -0.03 0.01
0.02 -0.05 -0.01
-0.01 0.02 0.00
0.00 0.03 0.06
-0.11 -0.05 -0.08
0.01 0.03 0.01
0.00 -0.02 -0.03
-0.02 -0.03 -0.01
0.02 0.06 0.00
0.06 0.04 -0.13
0.02 -0.04 0.05
0.00 0.01 0.01
0.09 0.16 -0.14
-0.15 0.12 0.07
-0.14 -0.33 -0.01
0.01 -0.27 -0.11
0.01 0.01 0.00
0.01 0.00 0.01
-0.01 0.00 0.00
0.02 0.00 -0.01
0.01 -0.01 -0.02
-0.03 -0.02 0.01
-0.02 0.00 0.02
0.07 -0.02 0.11
-0.08 0.12 -0.35
-0.17 0.02 -0.04
0.44 -0.34 0.12
-0.15 0.18 0.01
-0.06 -0.09 0.21
0.02 0.08 -0.10
0.01 -0.07 0.05
-0.03 0.02 -0.03
0.03 0.01 0.02
0.00 0.00 -0.01
0.04 0.02 -0.09
-0.14 0.40 0.09
-0.02 -0.01 0.02
-0.01 -0.02 0.00
0.01 -0.01 -0.01
0.02 -0.02 0.01
-0.01 0.01 0.04

Values from the calculation:
E_HOMO (alpha / beta), eV: -11.0320 / -11.0586
LUMO energy (alpha / beta), eV: -5.72 / -5.63
Total charge: +2
2S+1: 3


Entry 3:
Computed, not measured: a structure of composition C24H30BLaN9O2S5Sb, with the ωB97M-V functional and the def2-TZVPD basis.

Each line ends with the Mulliken spin population.
Positions of all 73 atoms, in Å:
La (-0.5992, 0.4353, -0.6721)  -0.024
C (-2.7087, 0.9290, 2.7501)  0.001
C (-1.2647, 1.3010, 2.8108)  0.000
C (-0.4476, 1.4523, 3.9414)  0.000
C (0.8000, 1.7694, 3.4488)  0.000
C (2.0631, 2.0365, 4.1981)  0.000
N (0.7196, 1.8020, 2.1024)  0.001
N (-0.5595, 1.5227, 1.7126)  -0.005
B (1.7577, 2.3760, 1.0880)  0.003
N (1.0206, 3.3686, 0.1578)  -0.002
N (0.0870, 2.9563, -0.7509)  0.003
C (-0.3494, 4.0440, -1.3735)  -0.009
C (-1.4048, 4.0003, -2.4315)  0.000
C (0.3095, 5.1782, -0.8720)  0.000
C (1.1698, 4.7042, 0.0965)  -0.001
C (2.1029, 5.4634, 0.9824)  0.000
N (2.4953, 1.2925, 0.2318)  0.001
N (1.9436, 0.7686, -0.9114)  -0.002
C (2.9240, 0.1842, -1.5850)  -0.001
C (2.7073, -0.5127, -2.8878)  0.005
C (4.1357, 0.3344, -0.8915)  0.000
C (3.8239, 1.0422, 0.2468)  0.000
C (4.7296, 1.4709, 1.3551)  0.000
H (-2.8790, -0.0179, 3.2651)  0.000
H (-3.3260, 1.6913, 3.2298)  -0.001
H (-3.0451, 0.8171, 1.7208)  -0.001
H (-0.7246, 1.3299, 4.9763)  0.000
H (1.8778, 1.9247, 5.2657)  0.000
H (2.8519, 1.3378, 3.9191)  0.000
H (2.4391, 3.0439, 4.0147)  0.000
H (2.5943, 2.9651, 1.7143)  0.000
H (-1.0447, 3.5162, -3.3385)  -0.003
H (-2.2757, 3.4286, -2.1061)  0.000
H (-1.7178, 5.0169, -2.6718)  0.001
H (0.1677, 6.2042, -1.1719)  0.000
H (2.0172, 6.5274, 0.7638)  0.000
H (1.8703, 5.3110, 2.0372)  0.000
H (3.1410, 5.1639, 0.8309)  0.000
H (1.6797, -0.4172, -3.2371)  -0.002
H (3.3756, -0.0938, -3.6424)  0.000
H (2.9304, -1.5779, -2.7951)  0.000
H (5.1061, -0.0398, -1.1773)  0.000
H (5.7260, 1.0675, 1.1770)  0.000
H (4.8033, 2.5568, 1.4258)  0.000
H (4.3836, 1.1036, 2.3209)  0.000
S (-4.1465, -1.4430, -4.3290)  0.304
Sb (-2.5560, -0.8453, -2.8357)  0.354
S (-3.3782, 0.4975, -1.0140)  0.198
S (-0.8824, 0.6456, -3.5465)  0.173
N (-5.4653, -5.6553, -0.2440)  0.000
C (-4.3023, -4.9364, 0.0342)  -0.003
C (-4.3377, -3.5423, 0.0900)  0.005
C (-3.1907, -2.8225, 0.3471)  0.008
C (-1.9833, -3.4868, 0.5521)  0.012
C (-1.9481, -4.8777, 0.5564)  -0.010
C (-3.1044, -5.5967, 0.3069)  0.003
S (-0.5010, -2.5653, 0.6459)  -0.006
O (0.4826, -3.4325, 1.2398)  0.003
O (-0.7988, -1.2926, 1.3142)  -0.005
N (-0.1165, -2.0725, -0.8211)  0.034
C (0.2472, -3.0260, -1.7747)  -0.045
S (0.9050, -4.6134, -1.4255)  0.002
C (1.0161, -4.9225, -3.1062)  0.001
C (0.5991, -3.8356, -3.7952)  0.005
N (0.1701, -2.7708, -3.0446)  0.004
H (-6.1489, -5.1526, -0.7870)  0.000
H (-5.3105, -6.5851, -0.5982)  0.000
H (-5.2647, -3.0135, -0.1010)  0.000
H (-3.2365, -1.7406, 0.3618)  -0.001
H (-1.0200, -5.3905, 0.7600)  0.000
H (-3.0770, -6.6811, 0.3056)  0.000
H (1.3745, -5.8650, -3.4863)  0.000
H (0.5678, -3.7558, -4.8731)  0.000

Forces on the atoms, in the same order (eV/Å):
0.31 0.52 0.54
0.00 -0.02 0.06
-0.05 -0.02 0.02
-0.04 -0.02 0.03
0.10 -0.01 -0.07
-0.02 0.01 0.06
-0.04 0.13 -0.13
0.18 0.08 0.22
-0.08 -0.01 0.01
0.14 -0.20 -0.13
0.14 0.43 0.23
-0.08 0.06 -0.04
-0.01 0.01 0.03
-0.02 0.01 -0.03
0.00 -0.03 0.08
0.01 0.05 -0.04
-0.07 0.31 -0.09
0.59 -0.07 0.27
0.09 -0.06 -0.04
-0.04 -0.05 0.04
0.05 -0.06 0.00
-0.11 0.00 0.10
0.06 -0.01 -0.07
0.01 0.00 -0.01
0.01 0.00 0.01
0.02 0.01 -0.03
0.01 0.01 -0.03
0.00 0.01 -0.01
-0.02 -0.02 -0.01
-0.02 0.00 -0.01
-0.08 -0.05 -0.04
0.04 0.01 0.01
0.02 0.00 0.02
-0.02 -0.02 0.00
0.00 -0.04 0.01
0.01 -0.01 0.00
-0.03 -0.01 -0.01
-0.01 -0.01 -0.02
-0.01 0.04 0.03
-0.02 -0.02 -0.02
0.01 0.01 0.01
-0.04 0.01 0.00
-0.01 0.01 0.00
-0.01 -0.01 -0.02
-0.02 -0.01 -0.01
-0.02 -0.01 -0.01
-0.71 -0.04 -0.71
-0.55 -0.10 -0.04
0.09 -0.12 -0.18
0.07 0.01 0.10
-0.11 -0.05 -0.04
-0.04 0.05 -0.02
0.07 -0.04 -0.01
-0.32 -0.13 -0.07
-0.06 0.07 0.04
0.04 0.00 0.01
0.26 0.08 0.09
0.07 0.03 0.09
-0.01 -0.17 -0.03
0.24 -1.12 -0.41
0.00 0.47 0.38
0.01 0.02 0.32
0.03 0.06 -0.14
-0.03 0.08 -0.06
-0.09 -0.13 -0.13
0.01 0.02 -0.01
0.01 0.01 -0.03
0.01 -0.02 0.00
0.02 -0.01 -0.02
0.05 0.02 -0.03
0.00 0.03 -0.01
-0.01 0.02 -0.01
0.00 0.01 0.03

Values from the calculation:
E_HOMO (alpha / beta), eV: -4.1574 / -4.9863
LUMO energy (alpha / beta), eV: 2.26 / 1.42
Total charge: -1
2S+1: 2


Entry 4:
Computed, not measured: an isolated molecule of C6H12S, with the ωB97M-V functional and the def2-TZVPD basis.

Each line ends with the natural charge from an NBO analysis.
Positions of all 19 atoms, in Å:
C (1.7959, -1.4384, 1.8470)  -0.405
C (0.7510, -0.5876, 1.8517)  -0.160
C (0.8544, 0.7054, 1.0330)  -0.453
C (-0.3960, 1.0016, 0.2250)  -0.410
C (-0.1337, 1.1185, -1.2568)  -0.549
S (0.3400, -0.5193, -1.8644)  0.203
C (-1.2884, -1.0148, -2.3060)  -0.739
H (2.6593, -1.3432, 1.2894)  0.184
H (1.7930, -2.3542, 2.4210)  0.189
H (-0.1131, -0.8019, 2.5646)  0.201
H (0.9057, 1.4407, 1.8457)  0.213
H (1.7617, 0.5659, 0.4891)  0.213
H (-1.0942, 0.1243, 0.4977)  0.205
H (-0.7524, 1.9393, 0.6124)  0.203
H (-1.1071, 1.5752, -1.5608)  0.226
H (0.7478, 1.8313, -1.4246)  0.229
H (-1.6502, -0.2343, -2.8716)  0.212
H (-1.4207, -2.0666, -2.7438)  0.236
H (-1.7582, -1.0686, -1.4140)  0.201

Forces on the atoms, in the same order (eV/Å):
-2.71 -0.29 1.41
0.97 -0.84 0.41
-1.05 -1.29 2.47
0.19 -1.45 1.10
0.19 1.04 0.81
1.37 0.33 -0.78
1.05 -2.98 -1.33
1.54 0.67 -1.38
-0.24 -0.03 0.28
1.03 0.49 -1.24
0.65 0.40 -0.52
0.63 0.59 -0.56
0.43 1.65 -0.84
-0.82 0.35 0.00
0.97 -0.58 -1.20
-1.39 -0.88 0.04
-1.29 1.17 -1.66
0.66 1.73 0.19
-2.17 -0.08 2.78

Values from the calculation:
E_HOMO, eV: -8.3291
SMILES string: C=CCCCSC
LUMO energy, eV: 1.06
2S+1: 1